{"formula": "C6H10N2", "method": "ωB97M-V with the def2-TZVPD basis set", "elements": ["C", "C", "C", "C", "C", "C", "N", "N", "H", "H", "H", "H", "H", "H", "H", "H", "H", "H"], "coordinates": [[-1.961, 1.667, 0.457], [2.191, -0.806, -0.718], [1.302, 0.152, 0.002], [-0.674, -0.834, -0.023], [-0.322, 0.272, -0.855], [-0.835, -2.058, 0.466], [-1.369, 0.411, 0.081], [1.753, 1.003, 0.801], [1.057, 1.603, 1.237], [-0.071, 0.892, -1.705], [-1.614, 2.477, -0.198], [-1.770, 1.925, 1.499], [-3.048, 1.605, 0.394], [3.235, -0.544, -0.553], [2.007, -1.812, -0.338], [1.992, -0.809, -1.789], [-1.689, -2.282, 1.085], [-0.185, -2.861, 0.158]], "atomic_forces_ev_per_a": [[-0.5, -0.2, 1.3], [0.0, -0.2, 0.2], [-0.8, 2.4, -2.5], [-4.2, -0.3, 0.0], [4.0, -0.1, 3.6], [0.4, 0.1, -0.5], [1.1, -0.2, -2.2], [0.3, -0.5, 1.2], [-0.2, 0.2, -0.4], [-0.5, -1.1, -0.9], [0.0, -0.4, 0.2], [0.3, 0.2, 0.1], [-0.1, 0.0, -0.2], [0.0, 0.0, 0.1], [0.1, -0.1, -0.1], [-0.1, 0.0, 0.0], [0.2, 0.2, 0.4], [0.0, -0.1, -0.1]], "energy_ev": -9358.4745, "smiles": "[H]/N=C(/C)[C@H]1C(=C)N1C", "e_above_lowest_kj_mol": 575.3}

***

{"formula": "C12H17N", "method": "ωB97M-V with the def2-TZVPD basis set", "elements": ["C", "C", "C", "H", "H", "H", "H", "H", "H", "H", "H", "C", "C", "C", "C", "C", "C", "C", "C", "C", "N", "H", "H", "H", "H", "H", "H", "H", "H", "H"], "coordinates": [[0.494, 2.477, -1.923], [0.076, 2.342, -0.467], [1.777, 1.642, -2.274], [0.696, 3.497, -2.244], [-0.192, 2.062, -2.658], [0.560, 3.084, 0.163], [-1.000, 2.539, -0.382], [1.587, 0.924, -3.068], [0.152, 1.315, -0.109], [2.305, 1.225, -1.421], [2.533, 2.284, -2.752], [-1.465, 0.438, 2.784], [-2.262, -0.145, 0.423], [-1.521, -0.373, 1.563], [-0.660, -1.565, -0.217], [-0.517, -1.330, 1.162], [0.249, -2.302, -0.957], [0.511, -1.985, 1.836], [1.236, -2.973, -0.230], [1.395, -2.786, 1.161], [-1.723, -0.785, -0.657], [-2.986, 0.642, 0.272], [-2.287, -1.073, -1.424], [-2.302, 0.617, 3.450], [-0.997, 1.416, 2.574], [0.251, -2.514, -2.017], [0.567, -1.956, 2.921], [1.992, -3.595, -0.694], [2.261, -3.193, 1.662], [-0.732, 0.071, 3.521]], "atomic_forces_ev_per_a": [[1.5, -1.2, -0.8], [-1.3, 0.2, -0.6], [0.6, 1.3, -0.5], [-0.3, 0.2, 0.3], [-0.8, 0.3, 0.5], [0.3, -0.3, 0.2], [0.1, 0.2, 0.0], [-0.2, -0.5, 0.4], [0.5, 0.1, 0.1], [-0.3, -0.4, 0.1], [-0.1, 0.1, 0.2], [1.5, 1.0, 1.8], [0.4, 1.0, 1.3], [-0.6, -0.4, -1.5], [-0.2, 0.8, -0.3], [0.1, -0.3, -0.2], [0.9, -1.7, 0.6], [0.0, -0.1, 1.0], [0.4, 0.6, 0.4], [-0.3, 0.2, -0.9], [0.4, -0.7, 0.1], [-0.3, -0.3, 0.0], [-0.2, 0.0, -0.6], [-0.8, -0.1, -0.6], [-0.5, 0.0, -0.2], [-0.5, 0.4, -0.1], [0.1, 0.4, -0.1], [-0.2, 0.1, -0.4], [-0.2, -0.3, 0.1], [-0.1, -0.5, -0.4]], "energy_ev": -14209.3378, "smiles": "Cc1c[nH]c2ccccc12.CCC", "e_above_lowest_kj_mol": 96.5}